One molecule with the formula C3H9N3O, computed with ωB97M-V/def2-TZVPD.

XYZ file:
```
16
Properties=species:S:1:pos:R:3
N 0.58724 2.10414 1.78931
C -0.36292 1.12827 1.23818
N 0.32523 0.11920 0.42676
C -0.36823 -0.95683 -0.09537
O -1.24772 -1.54763 0.49772
C 0.36345 -1.56630 -1.27964
N -0.10963 -0.95659 -2.51108
H 0.98990 1.64897 2.60085
H 0.04787 2.89243 2.11811
H -0.79287 0.52521 2.05561
H -1.13936 1.62304 0.66127
H 1.25261 0.35633 0.11879
H 1.43913 -1.58917 -1.06843
H 0.05862 -2.60985 -1.24731
H 0.00971 0.04486 -2.55257
H -1.05301 -1.21609 -2.75218
```

Results
Kohn-Sham gap = 9.698 eV
LUMO = 0.80 eV
SMILES = NCNC(=O)CN
energy relative to the best compared isomer or geometry (same formula, charge and spin) = 102.5 kJ/mol

=====

A 2-piece molecular cluster, C11H23BFINO3 overall, computed with ωB97M-V/def2-TZVPD.

XYZ file:
```
41
Properties=species:S:1:pos:R:3
C 1.20161 0.52714 2.56274
B 1.67537 0.11709 1.03404
O 1.09440 0.70780 -0.20902
C 2.91985 -1.00410 0.94313
C 2.26818 -2.50902 0.92886
O 1.17254 -2.90279 1.60228
O 2.91918 -3.53422 0.05183
N 3.98514 -0.77586 1.99214
I 4.18731 -2.35744 3.29858
C 5.34361 -0.47229 1.39832
C 5.38721 1.01178 0.63409
F 4.69233 1.99499 1.52713
H 1.49692 -0.36164 3.30084
H 1.71962 1.52446 2.95350
H 0.03500 0.61397 2.60241
H 0.47019 1.45946 0.04668
H 3.39028 -0.83011 -0.14019
H 5.78758 -1.31278 0.71499
H 6.08649 -0.34829 2.32484
H 4.87559 0.95259 -0.43413
H 6.50174 1.39482 0.47270
C -1.95918 -1.52784 -0.57953
C -2.27211 -0.07094 -0.27494
C -3.77076 0.23450 -0.27879
C -4.47604 0.01421 -1.62274
C -3.90010 0.81143 -2.79578
C -4.01113 2.31497 -2.60128
H -2.30558 -1.81626 -1.57613
H -0.87912 -1.69872 -0.54206
H -2.43353 -2.18717 0.15437
H -1.74455 0.57526 -0.98642
H -1.86876 0.17267 0.71500
H -3.91991 1.27106 0.04595
H -4.26337 -0.38912 0.47721
H -5.53623 0.27028 -1.50426
H -4.45231 -1.05178 -1.87684
H -4.44609 0.53495 -3.70583
H -2.85472 0.53876 -2.97132
H -5.05705 2.61518 -2.47891
H -3.61046 2.83792 -3.47586
H -3.44915 2.65505 -1.72760
```

Results
Kohn-Sham gap = 6.773 eV
LUMO = 2.66 eV
charge = -1

=====

C20H36F3NO6S3 as an isolated structure, computed with ωB97M-V/def2-TZVPD.

XYZ file:
```
69
Properties=species:S:1:pos:R:3
C -4.46782 1.32338 0.44703
C -3.72039 -0.05551 0.49002
C -3.07224 -0.36509 -0.90678
C -2.55207 -1.85088 -1.05243
C -1.81867 -1.82641 -2.44172
C -0.87287 -3.04640 -2.72807
C 0.21998 -2.52226 -3.75783
O -3.64010 -2.82079 -1.20704
S -3.17289 -4.26268 -0.49723
O -3.11275 -5.20208 -1.62867
O -4.03368 -4.77415 0.58697
O -1.67502 -3.84406 0.13441
C -1.80908 -2.39200 0.19184
C -0.56788 -1.59744 0.74089
C -0.33953 -1.91976 2.27417
C -0.23420 -0.64832 3.16448
S 1.36007 0.26592 2.99166
C 2.17493 0.38325 4.63028
S 3.16478 -0.87224 5.09428
N 2.01646 1.47439 5.55299
C 2.21046 2.79500 4.92248
C 3.33767 2.81976 3.82954
C 0.77005 1.36899 6.32670
C 0.38556 2.65344 7.12260
H -4.43462 1.80403 1.44640
H -3.90243 1.99533 -0.24482
H -5.49306 1.17341 0.05679
H -4.34804 -0.91322 0.80915
H -2.87028 0.04914 1.20992
H -3.71940 -0.08888 -1.76980
H -2.14663 0.25757 -0.97342
H -1.19927 -0.90540 -2.53952
H -2.62227 -1.84695 -3.21529
H -1.41290 -3.85487 -3.26971
H -0.30502 -3.41240 -1.85192
H 0.80814 -3.34230 -4.21442
H 0.93623 -1.91556 -3.14547
H -0.20624 -1.82053 -4.49632
H -2.50918 -2.29355 1.06588
H -0.85230 -0.52051 0.69218
H 0.34594 -1.76205 0.13493
H 0.56867 -2.56528 2.31482
H -1.17540 -2.54787 2.67063
H -0.32342 -0.98532 4.22459
H -1.05140 0.08537 2.96367
H 2.54455 3.49810 5.72504
H 1.24083 3.21961 4.55475
H 4.13005 2.06358 3.98612
H 2.83989 2.75471 2.83878
H 3.83702 3.81837 3.84946
H 0.86376 0.54494 7.07736
H -0.09784 1.06160 5.67827
H 0.06456 3.47133 6.43682
H 1.25592 3.05705 7.69472
H -0.42449 2.45615 7.85418
C 4.60189 2.56594 -5.49294
C 4.11420 1.39235 -6.31743
O 2.88031 0.87611 -5.79397
C 1.77666 1.52861 -6.16161
O 1.75342 2.48623 -6.87141
C 0.54499 0.84613 -5.57565
F 0.71238 0.52381 -4.28456
F 0.25777 -0.28235 -6.23324
F -0.53799 1.61546 -5.64326
H 4.68101 2.28716 -4.44062
H 5.57761 2.90264 -5.84421
H 3.90534 3.40347 -5.55174
H 4.83532 0.57719 -6.26361
H 4.00498 1.65757 -7.37007
```

Results
Kohn-Sham gap = 7.585 eV
LUMO = -0.89 eV

=====

H19O9 as an isolated structure, computed with ωB97M-V/def2-TZVPD.

XYZ file:
```
28
Properties=species:S:1:pos:R:3
O -0.57365 -2.52004 2.69467
H 1.36775 -1.39159 1.40830
H -0.64945 0.97734 0.13627
O 0.04840 4.14315 0.75428
H 0.15677 4.05224 -2.19594
O -0.94363 -3.97866 0.23193
H 0.82182 4.68865 0.63732
H -0.95023 -4.61890 -0.45170
O 2.28292 0.81337 -0.61986
H 2.74973 1.39056 -1.24226
H 2.54593 -0.12252 -0.75215
O -0.14060 1.94542 1.62788
H 0.76292 2.26722 1.55710
H -0.78552 2.57034 1.97269
O -0.62545 3.51389 -2.33553
H -0.80103 -4.28842 1.13390
H -1.08472 4.01046 -3.01651
O -0.16449 0.34509 -0.56225
H -1.45820 -2.32083 3.01392
H 0.53063 0.95797 -0.89193
O 1.02208 -1.46609 0.54406
H 0.37913 -2.23069 0.45563
H 0.29870 -0.51288 0.03261
O -0.98908 -3.03090 -2.42717
H -1.25384 -2.18955 -2.82618
H -1.63766 -2.77900 -1.71782
H 0.00317 -2.89445 3.30813
H -0.56076 4.47196 0.03999
```

Results
Kohn-Sham gap = 11.265 eV
LUMO = -2.83 eV
energy relative to the best compared isomer or geometry (same formula, charge and spin) = 255.4 kJ/mol
charge = +1

=====

A 12-piece molecular cluster, C54H63F24NO16 overall, computed with ωB97M-V/def2-TZVPD.

XYZ file:
```
158
Properties=species:S:1:pos:R:3
N 8.27236 -25.48035 -11.74153
C 7.10030 -25.04872 -11.22323
C 7.23101 -23.70760 -11.08770
C 8.52837 -23.37365 -11.57107
C 9.21017 -24.50781 -11.94117
H 8.46887 -26.39745 -12.11624
H 6.27374 -25.74383 -11.22075
H 6.44664 -23.07525 -10.69873
H 8.91901 -22.37339 -11.68635
H 10.22026 -24.65374 -12.29445
C 0.47275 -18.28463 -11.37437
C -0.83463 -18.37127 -10.85632
C -1.43352 -19.58875 -10.73432
C -0.66479 -20.74684 -11.04948
C 0.65770 -20.68488 -11.48500
C 1.19481 -19.42080 -11.64856
H 0.99698 -17.34275 -11.44121
H -1.32696 -17.46682 -10.53079
H -2.44432 -19.71055 -10.37396
H -1.19294 -21.68860 -11.02629
H 1.27115 -21.56665 -11.59706
H 2.22288 -19.35968 -11.97372
C 7.06004 -19.03904 -13.74082
C 8.11138 -18.64612 -14.52110
C 8.80407 -17.43260 -14.20189
C 8.31299 -16.65286 -13.11470
C 7.21365 -17.06709 -12.36454
C 6.59863 -18.26916 -12.67632
H 6.67619 -19.99190 -14.07419
H 8.56583 -19.11868 -15.37933
H 9.67701 -17.02038 -14.68609
H 8.80481 -15.74629 -12.79433
H 6.88233 -16.48166 -11.51962
H 5.74487 -18.57343 -12.08902
C 6.14183 -22.27617 -19.14172
C 6.92211 -22.59462 -20.23970
C 6.83834 -23.87699 -20.73395
C 6.34909 -24.89722 -20.02723
C 5.57269 -24.58068 -18.85691
C 5.52158 -23.24737 -18.40491
H 6.24024 -21.26014 -18.78904
H 7.46986 -21.90271 -20.86230
H 7.24510 -24.07050 -21.71553
H 6.41980 -25.89578 -20.43255
H 4.97870 -25.28561 -18.29418
H 4.97784 -22.98566 -17.50922
C 4.50060 -27.03737 -9.22584
C 2.96091 -27.33583 -9.16454
O 2.75852 -28.76541 -8.80228
C 3.01886 -29.81474 -9.64130
O 3.50331 -29.74365 -10.76169
C 2.28800 -31.13965 -9.08958
F 0.96734 -31.06719 -9.47141
F 2.75819 -32.25902 -9.63727
F 2.42628 -31.28286 -7.78130
H 4.83337 -26.07154 -9.60601
H 4.94553 -27.78593 -9.88144
H 4.99843 -27.23700 -8.27694
H 2.49028 -27.01928 -10.09533
H 2.60250 -26.75621 -8.31385
C -3.78098 -25.55331 -13.87346
C -2.99930 -26.20078 -14.93094
O -3.49657 -25.74255 -16.18812
C -3.11103 -26.28739 -17.41871
O -2.26701 -27.24909 -17.50782
C -3.87758 -25.69949 -18.59697
F -4.77633 -24.77606 -18.24132
F -3.01207 -25.27931 -19.49013
F -4.65107 -26.72738 -19.06727
H -3.90278 -24.50902 -14.16110
H -3.27043 -25.71350 -12.92384
H -4.77651 -25.99715 -13.86769
H -3.06978 -27.28830 -14.91025
H -1.96136 -25.91275 -15.09775
C -0.79061 -22.72995 -23.05301
C -0.20324 -23.91333 -22.32355
O -0.32580 -23.67005 -20.90023
C 0.36648 -24.44956 -20.09545
O 0.88096 -25.53517 -20.35527
C 0.48639 -23.87075 -18.67998
F 1.63989 -23.21718 -18.60950
F -0.51331 -23.00601 -18.34060
F 0.63139 -24.89227 -17.78957
H -0.77318 -22.90055 -24.12944
H -0.23972 -21.79420 -22.95825
H -1.79182 -22.59225 -22.64470
H 0.85207 -23.83642 -22.58527
H -0.61964 -24.82197 -22.75840
C 1.77051 -20.00314 -18.80595
C 0.95687 -20.32451 -17.47328
O 1.04185 -19.24935 -16.56419
C 2.25916 -18.91566 -15.99652
O 3.40654 -19.43014 -16.20110
C 2.12929 -17.77026 -14.95587
F 0.84314 -17.53275 -14.71171
F 2.75208 -18.17701 -13.84131
F 2.62778 -16.59385 -15.33804
H 1.12304 -20.00786 -19.68280
H 2.67345 -20.61271 -18.84100
H 2.17064 -18.99391 -18.70878
H 1.26104 -21.23236 -16.95235
H -0.09023 -20.34854 -17.77513
C 2.41623 -30.84575 -13.99936
C 1.23135 -30.50506 -13.17494
O 0.26554 -31.30919 -13.85400
C -1.02131 -30.84986 -13.98766
O -1.47149 -29.90005 -13.31864
C -1.87760 -31.70209 -14.90841
F -2.68235 -32.50951 -14.12793
F -2.58251 -30.95180 -15.77090
F -1.16098 -32.39039 -15.71214
H 3.20065 -30.21915 -13.57492
H 2.23159 -30.74050 -15.06845
H 2.75533 -31.87367 -13.87087
H 1.19383 -29.42001 -13.07816
H 1.31664 -30.95745 -12.18693
C 10.94729 -24.30423 -19.58895
C 10.32853 -23.02753 -19.07175
O 9.63253 -23.42642 -17.89049
C 9.17519 -22.45846 -17.08227
O 9.40619 -21.25659 -17.14528
C 8.19304 -23.01222 -16.03857
F 7.09504 -22.22291 -16.20119
F 7.82097 -24.22993 -16.26150
F 8.65791 -22.88618 -14.83743
H 11.77206 -24.39371 -18.88193
H 11.25011 -24.38106 -20.63321
H 10.33234 -25.20112 -19.51447
H 9.69691 -22.53699 -19.81237
H 11.10770 -22.33449 -18.75443
C 4.51335 -22.57623 -14.36906
C 3.67192 -23.02681 -13.26384
O 2.73045 -23.87093 -13.84239
C 1.97395 -24.78104 -13.13042
O 2.06536 -24.87345 -11.88385
C 1.18327 -25.77529 -13.95499
F 0.81645 -25.26847 -15.20682
F 1.97013 -26.97157 -14.00338
F -0.05713 -26.05787 -13.40511
H 4.03804 -22.16858 -15.26124
H 5.11754 -23.41871 -14.70562
H 5.32357 -21.87414 -14.17228
H 3.24505 -22.17979 -12.72678
H 4.29997 -23.66308 -12.64028
C 1.15451 -28.23060 -17.07445
C 1.43083 -29.01689 -18.35206
O 2.40935 -30.03023 -18.11489
C 2.80046 -30.86695 -19.09322
O 2.17066 -30.96844 -20.14480
C 4.14997 -31.63191 -18.84433
F 5.10999 -31.16491 -19.59326
F 4.55977 -31.56438 -17.57872
F 3.96328 -32.92859 -19.11949
H 2.14958 -27.85523 -16.83563
H 0.78047 -28.93574 -16.33218
H 0.44629 -27.43760 -17.31461
H 1.71473 -28.29427 -19.11713
H 0.49574 -29.51198 -18.61395
```

Results
2S+1 = 2
Kohn-Sham gap (spin up / spin down) = 2.758 / 7.383 eV
LUMO (spin up / spin down) = 1.85 / 1.85 eV
energy relative to the best compared isomer or geometry (same formula, charge and spin) = 111.7 kJ/mol
charge = -1

=====

C42H82BBr2IN8O10 as an isolated structure, computed with ωB97M-V/def2-TZVPD.

XYZ file:
```
146
Properties=species:S:1:pos:R:3
C 2.86559 -4.45227 0.94151
C 4.09482 -3.69089 0.25211
C 3.63656 -2.70561 -0.96271
O 2.54652 -1.91315 -0.44854
C 2.42501 -0.63550 -1.17024
C 0.97229 -0.31157 -1.71558
C 1.19627 -0.31569 -3.32205
C 1.43669 -1.82620 -3.90655
C 0.20524 -2.38109 -4.76052
N 0.30401 -3.89724 -4.71659
C -0.20852 -1.43410 -1.62477
O -0.15680 -2.64737 -1.37001
O -1.44488 -0.72231 -1.88053
C -1.49221 0.67181 -1.37179
C -2.52426 0.52996 -0.10189
C -2.74630 -0.97910 0.39521
C -3.68946 -1.03456 1.72121
C -5.24329 -0.78365 1.39931
N -5.58584 0.67805 1.22785
C -6.61650 1.06786 0.30550
C -6.62222 2.61245 0.37519
C -5.53115 3.04148 1.39245
C -4.86603 1.73824 1.92750
C -2.37481 1.48463 -2.38534
Br -2.97905 3.30720 -1.74268
C -1.99031 1.72245 -3.91441
C -0.69245 2.56159 -4.25897
Br -2.29755 0.11395 -5.10260
C 0.07035 0.88443 -1.05850
I 0.46463 0.33703 1.08673
B 0.72300 2.37721 -0.95819
O -0.07269 3.38009 -0.23861
C 2.18106 2.87010 -1.45005
C 2.31181 3.34613 -2.97354
H 2.28640 -4.97206 0.09389
H 2.16654 -3.68050 1.40192
H 3.28383 -5.18197 1.70874
H 4.79880 -4.46139 -0.24640
H 4.73457 -3.06960 0.97869
H 3.27731 -3.42101 -1.79541
H 4.57386 -2.11946 -1.24202
H 2.93357 0.14010 -0.51245
H 3.13701 -0.75511 -2.07557
H 2.08325 0.31000 -3.66215
H 0.19754 -0.00190 -3.76482
H 1.77051 -2.55727 -3.09408
H 2.33088 -1.74607 -4.63586
H -0.76457 -2.13184 -4.19470
H 0.12557 -1.97399 -5.82017
H -0.36220 -4.32193 -5.37543
H -0.00275 -4.13841 -3.75226
H -3.59748 0.85824 -0.38980
H -2.27250 1.27084 0.74484
H -3.32000 -1.60196 -0.39149
H -1.79447 -1.55662 0.63106
H -3.62329 -2.13602 2.09428
H -3.27824 -0.39215 2.57179
H -5.95274 -1.32364 2.11125
H -5.42957 -1.25139 0.35837
H -7.27094 0.42417 -0.35688
H -7.26707 3.34365 -0.22040
H -5.17434 4.07160 1.72934
H -3.99951 1.62912 2.66700
H -3.37923 0.91464 -2.48936
H -2.85318 2.40412 -4.28629
H -0.92243 3.15597 -5.22471
H -0.58743 3.38028 -3.44868
H 0.26316 1.99575 -4.46632
H 0.18432 3.36570 0.71028
H 2.45444 3.79702 -0.81032
H 3.04067 2.13447 -1.26694
H 2.33264 2.47439 -3.72895
H 3.35211 3.84169 -3.08200
H 1.53951 4.10844 -3.31702
C -3.07295 -4.54412 3.02507
O -3.96490 -3.83311 3.45974
N -2.80595 -5.80997 3.44490
C -1.72666 -6.59572 2.88317
C -3.62938 -6.38817 4.48970
H -2.39121 -4.19772 2.23063
H -2.14101 -7.50655 2.44336
H -1.02721 -6.86025 3.68022
H -1.19518 -6.03577 2.11197
H -4.67024 -6.40831 4.15486
H -3.55928 -5.76367 5.38092
H -3.29949 -7.40079 4.72356
C -4.12232 2.02087 7.83427
O -3.45949 1.30347 8.56230
N -4.54345 1.69372 6.58051
C -5.33173 2.60171 5.77061
C -4.19125 0.39614 6.04064
H -4.44247 3.02703 8.14958
H -6.28633 2.12731 5.53018
H -4.78910 2.81808 4.84701
H -5.52026 3.53585 6.30174
H -4.59275 -0.38259 6.69345
H -3.10218 0.30442 6.01363
H -4.59508 0.27614 5.03444
C 2.73177 2.26794 -6.85865
O 1.87410 2.17575 -5.99570
N 3.60505 1.28370 -7.20671
C 4.59879 1.47050 -8.24607
C 3.53873 0.01079 -6.51682
H 2.86702 3.19204 -7.44262
H 4.43282 0.73015 -9.03334
H 5.59390 1.33021 -7.81552
H 4.53282 2.47228 -8.67592
H 2.54526 -0.42282 -6.65866
H 3.69994 0.17332 -5.44765
H 4.29568 -0.67328 -6.90183
C 6.19982 5.05967 -8.94643
O 5.53615 4.08014 -9.23743
N 7.44360 5.02949 -8.39212
C 8.17282 6.24029 -8.07316
C 8.05675 3.74566 -8.11249
H 5.82700 6.08208 -9.11753
H 9.11204 6.24790 -8.63191
H 8.38531 6.25592 -7.00120
H 7.59334 7.12639 -8.33572
H 8.14308 3.17939 -9.04321
H 7.42038 3.18754 -7.42122
H 9.04533 3.88111 -7.67270
C -2.62892 -4.27524 7.29107
O -2.53906 -5.48165 7.13842
N -3.04003 -3.65082 8.42831
C -3.11901 -2.20630 8.52134
C -3.40973 -4.45270 9.57790
H -2.37335 -3.57175 6.48226
H -2.46279 -1.86403 9.32500
H -4.15026 -1.92186 8.74433
H -2.81303 -1.73771 7.58554
H -2.55448 -5.06256 9.87955
H -4.23271 -5.11673 9.30211
H -3.71571 -3.81432 10.40738
C 1.40701 2.85571 4.75203
O 0.80675 2.68730 3.70672
N 2.61369 2.30337 5.06257
C 3.26901 2.55038 6.33081
C 3.26126 1.44144 4.09274
H 1.00247 3.49225 5.55543
H 4.24102 3.01439 6.14499
H 3.41161 1.59878 6.84923
H 2.67050 3.21282 6.95770
H 3.43075 2.00317 3.17060
H 2.60607 0.59518 3.87108
H 4.21316 1.07652 4.48008
```

Results
Kohn-Sham gap = 7.717 eV
LUMO = 0.04 eV

=====

A 2-piece molecular cluster, C2H8N6 overall, computed with ωB97M-V/def2-TZVPD.

XYZ file:
```
16
Properties=species:S:1:pos:R:3
C 1.74453 -0.16282 0.07281
C -1.79428 -0.32975 0.21995
H 4.47144 0.69578 -0.43063
H 4.34762 0.01014 0.96219
H 1.72696 -0.75096 1.08381
H 0.43268 1.26166 -0.83879
H -0.55608 -1.25565 -1.10225
H -1.89838 0.47711 0.97374
H -3.77256 1.62804 0.44398
H -4.72623 -0.50563 0.19676
N 4.20046 -0.30935 -0.06927
N 2.85272 0.01130 -0.51806
N 0.46982 0.28004 -0.22674
N -0.61294 -0.71724 -0.17859
N -2.85523 -0.58225 -0.31123
N -4.03051 0.24955 -0.27768
```

Results
Kohn-Sham gap = 8.882 eV
LUMO = 0.33 eV
energy relative to the best compared isomer or geometry (same formula, charge and spin) = 798.6 kJ/mol

=====

no.,maximum force (eV/A),calculated total energy (Ha)
1,3.3,-359.20539
2,7.6,-1135.76148
3,4.3,-2783.90806
4,3.2,-688.27946
5,6.7,-5750.76856
6,5.9,-8310.31834
7,7.3,-409.23247